# 1
ORCA calculation (the ωB97M-V functional and the def2-TZVPD basis) on a molecular structure, C24H73CaN12O5P4 in a non-equilibrium geometry.

Values from the calculation:
- spin multiplicity = 2
- relative energy (zero: lowest compared OMol25 entry of this formula, charge and spin) (eV) = 4.6744
- ⟨S²⟩ = 0.7614
- E (hartree) = -4034.0261
- HOMO-LUMO gap (spin up / spin down) (eV) = 5.50 / 1.67
- total charge = +2

Cartesian coordinates (Å):
Ca -3.2175 0.0750 2.0271
O -1.6610 0.6591 0.5598
H -0.9374 1.1318 0.1041
O -1.1117 -2.8442 -4.6369
P 0.3832 -2.6814 -4.4869
N 0.6378 -1.3642 -3.3554
C 1.8102 -1.1375 -2.6741
C -0.5097 -0.3616 -3.0257
N 1.1902 -1.9972 -5.9356
C 1.5995 -2.8225 -7.0386
C 0.6205 -0.7081 -6.3338
N 1.3999 -3.9806 -4.0921
C 2.9112 -3.8885 -4.1669
C 0.8769 -5.2877 -3.9216
H 2.7450 -1.1248 -3.2345
H 2.0249 -1.8555 -1.8826
H 1.8373 -0.2487 -2.0437
H -1.4461 -0.8563 -2.7675
H -0.7575 0.3527 -3.8108
H -0.2043 0.0888 -2.0813
H 0.8110 -3.5630 -7.1732
H 1.8007 -2.2529 -7.9459
H 2.4854 -3.4057 -6.7873
H 0.7671 -0.0353 -5.4888
H 1.1760 -0.2659 -7.1608
H -0.4503 -0.5674 -6.4811
H 3.3825 -4.8536 -4.3530
H 3.3226 -3.1438 -4.8484
H 3.2275 -3.6336 -3.1555
H 0.4867 -5.6360 -4.8779
H 0.0488 -5.1784 -3.2213
H 1.4261 -6.1256 -3.4922
O -2.0892 1.4167 3.3702
P -1.2565 1.5929 4.5847
N -1.4139 3.2404 5.2500
C -2.5584 3.5868 6.1492
C -1.0179 4.3959 4.4179
N 0.4615 1.4020 4.2002
C 1.5492 1.7709 5.1335
C 0.9562 0.9925 2.9105
N -1.6123 0.5193 5.8432
C -0.8019 0.2519 7.0160
C -2.9089 0.0234 5.7757
H -2.8875 2.7660 6.7864
H -3.5003 3.9555 5.7430
H -2.2273 4.3608 6.8416
H -0.3658 4.9766 5.0703
H -1.8806 4.9634 4.0689
H -0.3528 4.0174 3.6418
H 2.1763 0.8835 5.2195
H 2.2396 2.4023 4.5743
H 1.4916 2.2233 6.1235
H 1.2197 -0.0619 2.9923
H 0.1528 1.1585 2.1927
H 1.7815 1.6673 2.6834
H -0.3357 -0.7334 7.0191
H -0.1020 1.0119 7.3633
H -1.3989 0.2149 7.9272
H -3.1835 -0.6459 6.5910
H -2.7648 -0.5437 4.8561
H -3.5924 0.8721 5.7517
O -2.3241 -1.9774 2.3730
P -1.4914 -3.1896 2.4170
N -0.7942 -3.4150 0.9462
C 0.6811 -3.6455 0.7100
C -1.4739 -3.1759 -0.3404
N -2.4571 -4.7245 2.5689
C -1.7844 -6.0436 2.6935
C -3.6925 -4.7121 1.7654
N -0.3014 -3.3136 3.6587
C 0.8165 -2.3725 3.7702
C -0.7045 -3.8613 4.9862
H 0.7814 -4.1597 -0.2459
H 1.2561 -4.2217 1.4349
H 1.0243 -2.6137 0.7854
H -2.1949 -3.9616 -0.5660
H -0.8206 -2.9850 -1.1918
H -1.9673 -2.2073 -0.2606
H -2.0798 -6.7015 1.8762
H -0.7077 -5.8740 2.7041
H -1.8757 -6.5837 3.6359
H -3.4726 -5.2170 0.8248
H -4.3813 -5.4244 2.2195
H -4.0744 -3.6914 1.7447
H 1.4488 -2.7566 4.5706
H 1.4113 -2.1590 2.8821
H 0.4375 -1.4880 4.2823
H -1.6720 -3.5500 5.3802
H -0.0327 -3.7907 5.8417
H -0.6073 -4.9177 4.7359
O 1.4679 6.3923 -2.1300
P 1.1790 5.1431 -2.8211
N 0.6526 3.9834 -1.6487
C 1.6311 3.3229 -0.7597
C -0.6930 4.1951 -1.1418
N 2.5966 4.4722 -3.6787
C 2.5732 3.6228 -4.9273
C 3.9249 4.7574 -3.1388
N -0.1027 5.0933 -3.9825
C -1.0561 6.2156 -4.1895
C -0.5911 3.7969 -4.4689
H 1.2608 2.5448 -0.0922
H 2.0150 4.0816 -0.0777
H 2.4925 3.0779 -1.3809
H -0.9915 5.2187 -0.9154
H -0.8160 3.6047 -0.2338
H -1.4652 3.6072 -1.6380
H 2.2227 4.1839 -5.7936
H 3.5707 3.2346 -5.1328
H 2.0220 2.6992 -4.7508
H 4.3296 5.5861 -3.7197
H 3.9524 5.1109 -2.1081
H 4.4324 3.7977 -3.2361
H -1.9529 5.9362 -4.7425
H -1.4591 6.5372 -3.2291
H -0.5371 7.0036 -4.7352
H -1.5716 3.5008 -4.0961
H 0.1166 3.0162 -4.1901
H -0.6040 3.8289 -5.5584

Here are the Löwdin charges for atoms 1 to 99, given in e:
1. Ca 1.508
2. O -0.578
3. H -0.083
4. O -0.316
5. P 0.669
6. N -0.285
7. C -0.204
8. C -0.045
9. N -0.302
10. C -0.125
11. C -0.131
12. N -0.299
13. C -0.081
14. C -0.149
15. H 0.084
16. H 0.054
17. H 0.077
18. H 0.057
19. H 0.066
20. H 0.053
21. H 0.082
22. H 0.091
23. H 0.061
24. H 0.045
25. H 0.086
26. H 0.082
27. H 0.086
28. H 0.069
29. H 0.061
30. H 0.088
31. H 0.061
32. H 0.089
33. O -0.458
34. P 0.703
35. N -0.285
36. C -0.109
37. C -0.093
38. N -0.296
39. C -0.106
40. C -0.104
41. N -0.331
42. C -0.088
43. C -0.144
44. H 0.062
45. H 0.082
46. H 0.088
47. H 0.089
48. H 0.090
49. H 0.073
50. H 0.078
51. H 0.078
52. H 0.085
53. H 0.046
54. H 0.055
55. H 0.093
56. H 0.077
57. H 0.082
58. H 0.090
59. H 0.108
60. H 0.049
61. H 0.085
62. O -0.411
63. P 0.658
64. N -0.191
65. C -0.014
66. C -0.030
67. N -0.133
68. C -0.045
69. C -0.046
70. N -0.276
71. C -0.087
72. C -0.072
73. H 0.097
74. H 0.093
75. H 0.097
76. H 0.096
77. H 0.093
78. H 0.079
79. H 0.107
80. H 0.082
81. H 0.109
82. H 0.100
83. H 0.119
84. H 0.087
85. H 0.099
86. H 0.076
87. H 0.072
88. H 0.091
89. H 0.102
90. H 0.065
91. O -0.275
92. P 0.613
93. N -0.305
94. C -0.104
95. C -0.133
96. N -0.297
97. C -0.091
98. C -0.137
99. N -0.296

=====

# 2
ORCA calculation (the ωB97M-V functional and the def2-TZVPD basis) on 13 unconnected molecules or ions with the total composition C24H74O13 in a non-equilibrium geometry.

Values from the calculation:
- relative energy (zero: lowest compared OMol25 entry of this formula, charge and spin) (eV) = 1.3429
- E (hartree) = -1936.8581
- HOMO-LUMO gap (eV) = 9.95

Cartesian coordinates (Å):
C 3.6965 -2.3599 0.5051
C 2.6964 -3.3958 -0.0174
C 3.4372 -4.6209 -0.5308
O 1.7482 -3.7440 0.9398
H 4.4782 -2.1806 -0.2331
H 4.2054 -2.8191 1.3526
H 3.1972 -1.4241 0.7562
H 2.0681 -3.0888 -0.8535
H 4.0622 -4.3433 -1.3795
H 2.8061 -5.4941 -0.6962
H 4.0624 -5.0544 0.2498
H 2.1845 -3.9581 1.7677
C -4.1948 3.4324 0.7070
C -4.4067 3.0070 -0.6911
C -5.8598 3.0429 -1.2341
O -3.6806 3.8467 -1.5123
H -3.1322 3.4525 0.9493
H -4.7125 2.6978 1.3238
H -4.5845 4.4297 0.9109
H -3.8756 2.0645 -0.8238
H -6.2836 4.0379 -1.3700
H -6.5757 2.4392 -0.6762
H -5.8505 2.6941 -2.2667
H -3.8737 4.7428 -1.2270
C 1.6826 0.2045 -4.8841
C 2.6930 -0.9005 -4.5618
C 2.4805 -1.4301 -3.2175
O 2.5613 -1.8721 -5.5386
H 1.9728 1.1591 -4.4453
H 0.6706 0.1125 -4.4898
H 1.6504 0.4122 -5.9536
H 3.7070 -0.5209 -4.6876
H 1.4931 -1.8660 -3.0653
H 2.4435 -0.6815 -2.4261
H 3.2128 -2.1739 -2.9036
H 1.6193 -2.0552 -5.5664
C 0.2792 5.6976 3.0527
C 0.8723 4.6925 2.0699
C 0.0092 4.5774 0.8290
O 2.1763 5.0979 1.6932
H -0.6636 5.4206 3.5244
H 0.1525 6.7016 2.6477
H 0.9204 6.0358 3.8667
H 0.9908 3.7197 2.5470
H 0.3715 3.7971 0.1596
H -0.0800 5.5542 0.3537
H -1.0038 4.2474 1.0593
H 2.5407 4.2988 1.3056
C -0.7786 -0.2998 5.0437
C 0.7568 -0.4569 4.9080
C 1.5932 0.8331 4.5795
O 1.2524 -0.9617 6.1835
H -1.1671 -1.2636 5.3728
H -1.1513 0.0762 4.0909
H -1.1509 0.4349 5.7576
H 0.9730 -1.2027 4.1430
H 1.6836 1.5451 5.3998
H 1.1033 1.3856 3.7777
H 2.5690 0.5759 4.1675
H 1.6761 -1.8077 6.0210
C 3.6120 3.9531 -1.9106
C 3.2294 2.6133 -1.2206
C 4.1718 1.4461 -1.5330
O 3.1574 2.6990 0.1762
H 3.2511 3.9541 -2.9391
H 4.6886 4.1122 -1.9719
H 3.2260 4.8068 -1.3535
H 2.2198 2.3693 -1.5511
H 4.0638 1.1175 -2.5667
H 4.0849 0.6038 -0.8467
H 5.2025 1.7718 -1.3929
H 4.0484 2.8460 0.5018
C -1.0349 -5.1818 -0.5533
C -1.3554 -5.1087 1.0050
C -0.9003 -6.4101 1.7365
O -0.7477 -3.9914 1.6353
H -1.3859 -4.3506 -1.1648
H -1.4631 -6.1205 -0.9048
H 0.0455 -5.2130 -0.6946
H -2.4321 -5.0852 1.1730
H -1.2205 -7.3049 1.2027
H -1.3865 -6.4949 2.7083
H 0.1709 -6.3850 1.9366
H 0.1281 -4.0048 1.2422
C -0.5120 0.5158 -1.0965
C -0.2133 -0.4803 0.0541
C -0.8191 -0.0965 1.3591
O -0.9246 -1.5900 -0.3626
H -1.5115 0.5987 -1.5234
H 0.2422 0.3857 -1.8727
H -0.3754 1.5118 -0.6754
H 0.8288 -0.7990 0.0803
H -0.6879 -0.8511 2.1346
H -1.9005 0.0055 1.4502
H -0.3553 0.8590 1.6041
H -0.9164 -2.2128 0.3679
O -3.6220 -1.1905 -0.3628
H -2.6806 -1.3152 -0.4830
H -3.7823 -1.4365 0.5482
O -3.2516 1.9309 -3.5263
H -3.3964 2.4889 -2.7622
H -3.2730 2.5327 -4.2704
O -3.7550 -2.4949 1.9034
H -4.3957 -3.1302 2.2228
H -2.9178 -2.8033 2.2501
O -1.4291 -1.7309 -3.1357
H -2.3341 -1.4199 -3.1601
H -1.1444 -1.5703 -2.2361
O -4.0238 -0.5436 -2.9488
H -3.8777 0.3987 -3.0321
H -4.0697 -0.6969 -2.0051

Here are the Löwdin charges for atoms 1 to 99, given in e:
1. C -0.033
2. C -0.497
3. C -0.047
4. O -0.060
5. H 0.082
6. H 0.084
7. H 0.070
8. H 0.127
9. H 0.085
10. H 0.080
11. H 0.079
12. H 0.115
13. C -0.049
14. C -0.523
15. C -0.022
16. O -0.070
17. H 0.067
18. H 0.092
19. H 0.091
20. H 0.132
21. H 0.079
22. H 0.080
23. H 0.074
24. H 0.106
25. C -0.044
26. C -0.533
27. C -0.074
28. O -0.027
29. H 0.063
30. H 0.076
31. H 0.083
32. H 0.139
33. H 0.084
34. H 0.061
35. H 0.080
36. H 0.096
37. C -0.059
38. C -0.489
39. C -0.046
40. O -0.051
41. H 0.078
42. H 0.076
43. H 0.073
44. H 0.122
45. H 0.061
46. H 0.090
47. H 0.056
48. H 0.037
49. C -0.048
50. C -0.430
51. C -0.041
52. O -0.075
53. H 0.078
54. H 0.049
55. H 0.079
56. H 0.117
57. H 0.079
58. H 0.045
59. H 0.069
60. H 0.076
61. C -0.029
62. C -0.474
63. C -0.046
64. O -0.063
65. H 0.077
66. H 0.073
67. H 0.077
68. H 0.122
69. H 0.069
70. H 0.065
71. H 0.080
72. H 0.101
73. C -0.013
74. C -0.436
75. C -0.051
76. O -0.086
77. H 0.072
78. H 0.075
79. H 0.063
80. H 0.119
81. H 0.074
82. H 0.070
83. H 0.072
84. H 0.010
85. C -0.007
86. C -0.440
87. C -0.039
88. O -0.106
89. H 0.080
90. H 0.065
91. H 0.064
92. H 0.134
93. H 0.070
94. H 0.091
95. H 0.082
96. H 0.070
97. O -0.056
98. H -0.005
99. H -0.011

=====

Look up the relative energy (zero: lowest compared OMol25 entry of this formula, charge and spin) of the first one.
4.6744 eV